ORCA calculation (the ωB97M-V functional and the def2-TZVPD basis) on C31H51BBrGeHoN2O9S as an isolated structure.

Element x y z (Å)
Ho 1.08 1.41 0.31
C 0.82 -3.70 3.63
O 1.26 -2.64 2.84
C 2.06 -2.99 1.73
C 2.58 -1.68 1.11
O 1.63 -1.04 0.21
C 1.88 -1.35 -1.20
C 1.53 -2.73 -1.75
O 2.45 -3.60 -1.18
C 2.52 -4.77 -1.95
H -0.09 -4.13 3.20
H 0.48 -3.33 4.58
H 1.55 -4.46 3.78
H 2.96 -3.56 1.94
H 1.46 -3.59 0.99
H 2.80 -0.94 1.94
H 3.58 -1.83 0.59
H 1.26 -0.56 -1.71
H 2.93 -1.09 -1.38
H 0.45 -2.99 -1.53
H 1.57 -2.84 -2.82
H 1.61 -4.94 -2.49
H 3.36 -4.56 -2.67
H 2.74 -5.66 -1.39
O -2.42 2.03 5.49
C -1.38 1.65 4.66
C -1.32 0.51 3.87
C -0.17 0.42 3.05
N 0.72 1.43 2.89
C 0.81 2.31 3.89
Br 2.40 3.23 4.65
C -0.31 2.58 4.68
H -3.14 1.39 5.56
H -2.02 -0.31 4.03
H -0.01 -0.45 2.47
H -0.31 3.33 5.46
C -0.50 1.21 -3.59
S 0.44 2.51 -2.70
C 1.52 3.11 -3.99
O 1.30 1.56 -1.77
H -0.96 1.72 -4.50
H -1.29 0.77 -2.98
H 0.20 0.49 -3.96
H 1.19 4.12 -4.32
H 1.35 2.48 -4.86
H 2.54 3.00 -3.69
O -1.19 2.43 0.59
C -0.65 3.50 0.96
C -1.38 4.84 1.37
C -0.18 5.69 1.83
C 1.06 4.88 1.48
O 2.20 5.21 1.68
N 0.69 3.63 0.94
H -2.14 4.61 2.09
H -1.85 5.25 0.44
H -0.13 5.91 2.92
H -0.07 6.70 1.32
C 5.96 3.39 0.05
Ge 5.06 1.60 0.47
C 5.04 0.38 -1.13
C 6.32 0.92 1.92
C 3.22 1.74 1.20
H 6.22 3.44 -1.03
H 6.85 3.58 0.66
H 5.18 4.13 0.30
H 4.46 0.91 -1.91
H 4.74 -0.67 -0.94
H 6.13 0.33 -1.40
H 7.32 0.93 1.56
H 6.18 -0.08 2.40
H 6.32 1.65 2.73
H 3.11 2.82 1.37
H 3.41 1.39 2.23
C -5.06 -3.43 -3.60
C -5.86 -2.45 -2.72
C -6.43 -1.29 -3.63
C -7.02 -3.20 -2.14
C -5.03 -1.86 -1.59
C -5.38 -2.04 -0.27
C -4.39 -1.82 0.81
C -3.17 -1.28 0.43
O -2.01 -0.96 1.19
B -1.12 -0.35 0.33
O -1.66 -0.39 -1.03
C -2.95 -0.90 -0.88
C -3.90 -1.09 -1.88
H -5.77 -4.00 -4.23
H -4.39 -4.09 -3.01
H -4.35 -2.90 -4.26
H -7.15 -1.76 -4.32
H -5.66 -0.83 -4.26
H -6.93 -0.55 -3.08
H -7.58 -3.70 -3.00
H -7.78 -2.61 -1.59
H -6.70 -4.02 -1.51
H -6.41 -2.37 0.00
H -4.54 -2.06 1.86
H -3.78 -0.68 -2.87

As for the multiplicity: 5. Its charge is 0. The expectation value of S² is 6.00. As for the HOMO energy (alpha / beta): -6.038 / -6.032 eV.

---

ORCA calculation (the ωB97M-V functional and the def2-TZVPD basis) on C31H51BaBrN2OP2 as an isolated structure.

Element x y z (Å)
N 7.21 1.90 -6.36
C 7.21 0.58 -6.14
C 6.27 -0.06 -5.32
C 5.21 0.70 -4.75
C 5.27 2.10 -4.96
C 6.28 2.65 -5.77
C 4.14 0.09 -3.96
Ba 0.34 -1.44 -1.81
P -6.03 0.38 -0.41
C 2.90 0.64 -3.83
C 2.19 0.76 -2.59
C 0.89 1.35 -2.55
C 0.37 1.80 -1.35
C 1.06 1.53 -0.15
C 2.16 0.65 -0.19
C 2.77 0.33 -1.38
Br -1.85 -0.08 -0.02
H 4.39 -0.86 -3.48
H 2.45 1.17 -4.69
H 6.34 -1.14 -5.17
H 4.55 2.77 -4.50
H 8.00 0.00 -6.63
H 6.33 3.73 -5.94
H 0.35 1.48 -3.50
H 3.74 -0.19 -1.40
H -0.58 2.33 -1.34
H 2.55 0.23 0.74
P 0.67 2.23 1.47
C -5.22 -0.85 -1.49
C -5.99 -1.10 -2.79
H -5.18 -1.77 -0.89
H -4.19 -0.49 -1.65
H -5.50 -1.92 -3.34
H -7.02 -1.40 -2.59
H -6.00 -0.23 -3.45
C -5.30 2.00 -0.87
C -6.12 3.19 -0.37
H -5.26 2.00 -1.97
H -4.28 2.00 -0.47
H -5.72 4.12 -0.79
H -7.17 3.12 -0.69
H -6.10 3.29 0.72
C -5.32 0.09 1.26
C -6.12 -0.93 2.07
H -5.34 1.07 1.77
H -4.28 -0.20 1.11
H -5.68 -1.03 3.07
H -7.16 -0.61 2.19
H -6.11 -1.92 1.60
C 0.35 0.81 2.50
C 0.11 1.06 3.98
H 1.16 0.09 2.36
H -0.54 0.35 2.02
H 1.05 1.00 4.55
H -0.38 2.02 4.18
H -0.54 0.25 4.36
C -0.71 3.37 1.32
C -0.38 4.68 0.60
H -1.02 3.56 2.36
H -1.52 2.81 0.83
H 0.22 5.34 1.24
H 0.17 4.51 -0.34
H -1.31 5.20 0.36
C 2.13 3.19 1.96
C 3.38 2.44 2.42
H 1.77 3.88 2.74
H 2.38 3.81 1.08
H 4.04 2.21 1.57
H 3.94 3.08 3.10
H 3.16 1.51 2.95
O 0.82 -2.66 0.27
C 0.83 -3.31 1.37
C -0.43 -3.86 1.97
C -0.45 -5.39 2.07
C 0.37 -5.98 3.22
C 1.87 -5.73 3.13
C 2.23 -4.25 3.23
N 2.00 -3.51 1.97
H -0.57 -3.39 2.96
H -1.25 -3.51 1.33
H -1.50 -5.70 2.21
H -0.12 -5.83 1.12
H -0.01 -5.61 4.18
H 0.21 -7.06 3.21
H 2.36 -6.24 3.97
H 2.28 -6.16 2.21
H 1.67 -3.78 4.05
H 3.30 -4.15 3.45
H 2.80 -3.08 1.51

As for the multiplicity: 1. Its charge is +2. Its relative energy (zero: lowest compared OMol25 entry of this formula, charge and spin) is 5.7 kcal per mole. As for the HOMO energy: -10.878 eV.

---

ORCA calculation (the ωB97M-V functional and the def2-TZVPD basis) on a 7-piece molecular cluster, C31H51Br14F3N2OP overall.

Element x y z (Å)
C 0.50 1.38 0.87
C 1.09 1.02 -0.11
C 1.65 0.35 -1.29
C 0.89 -0.99 -1.53
C 0.80 -1.24 -3.08
N -0.48 -0.72 -3.56
C -0.64 0.35 -4.45
P 0.53 1.43 -5.37
C 0.02 1.23 -7.15
C 2.26 0.81 -5.38
C 2.47 -0.65 -5.93
C -1.99 0.50 -4.55
C -2.79 1.52 -5.31
O -3.74 2.24 -4.50
C -3.20 2.83 -3.40
F -3.22 2.01 -2.32
F -4.00 3.86 -3.08
F -1.98 3.31 -3.58
N -2.63 -0.47 -3.79
C -4.07 -0.65 -3.61
C -4.48 -2.00 -4.04
C -4.60 -3.05 -4.61
C -1.67 -1.20 -3.20
C -1.91 -2.36 -2.30
H 0.14 1.80 1.80
H 1.50 1.02 -2.14
H 2.72 0.16 -1.14
H -0.08 -0.85 -1.08
H 1.44 -1.80 -1.05
H 1.67 -0.75 -3.50
H 0.83 -2.32 -3.22
H 0.83 1.61 -7.77
H -0.19 0.18 -7.36
H -0.86 1.83 -7.39
H 2.77 0.96 -4.43
H 2.79 1.46 -6.09
H 2.70 -1.36 -5.14
H 3.35 -0.65 -6.58
H 1.58 -0.96 -6.48
H -3.33 1.00 -6.11
H -2.14 2.26 -5.78
H -4.65 0.05 -4.21
H -4.29 -0.53 -2.55
H -4.83 -4.05 -4.92
H -1.44 -2.25 -1.32
H -2.96 -2.57 -2.15
H -1.43 -3.23 -2.77
Br 1.75 -4.77 -1.87
C 3.43 -4.27 -1.02
C 3.37 -4.46 0.48
Br 2.36 -3.04 1.34
H 3.63 -3.25 -1.30
H 4.18 -4.93 -1.46
H 4.37 -4.40 0.90
H 2.91 -5.40 0.77
Br 1.30 -5.04 4.21
C -0.62 -4.98 3.90
C -1.05 -6.03 2.91
Br -0.61 -5.53 1.09
H -0.85 -3.97 3.57
H -1.07 -5.17 4.87
H -2.13 -6.14 2.93
H -0.59 -7.00 3.09
Br 1.30 3.14 4.00
C 2.57 4.55 3.47
C 3.38 4.10 2.28
Br 4.77 2.85 2.80
H 3.17 4.79 4.32
H 1.95 5.40 3.21
H 3.90 4.94 1.83
H 2.78 3.60 1.51
Br -3.86 -3.48 0.27
C -4.14 -3.34 2.19
C -3.79 -1.97 2.71
Br -1.87 -1.73 2.84
H -3.56 -4.13 2.65
H -5.20 -3.55 2.34
H -4.17 -1.84 3.72
H -4.17 -1.17 2.07
Br -5.75 -1.28 6.77
C -5.69 -3.21 6.56
C -4.49 -3.81 7.24
Br -2.86 -3.50 6.22
H -5.70 -3.41 5.49
H -6.61 -3.58 7.00
H -4.59 -4.89 7.31
H -4.32 -3.40 8.24
Br 6.33 4.29 -0.61
C 8.03 4.84 0.16
C 8.03 4.68 1.65
Br 7.03 6.11 2.52
H 8.21 5.86 -0.16
H 8.77 4.18 -0.30
H 9.05 4.76 2.04
H 7.60 3.74 1.98
Br -1.90 5.66 7.00
C -0.67 7.08 6.51
C 0.18 6.70 5.33
Br 1.60 5.46 5.82
H -0.08 7.31 7.39
H -1.30 7.94 6.27
H 0.69 7.57 4.92
H -0.39 6.22 4.54

As for the multiplicity: 1. Its charge is +1. As for the HOMO energy: -10.338 eV.

---

The records above give, respectively, strongest force on any atom values of 3.898; 2.044; 3.326 eV/Å.